1.
Computed, not measured: a single C4H7NO2 molecule, with wB97M-V/def2-TZVPD.

Summary:
LUMO level   0.81 eV
SMILES   O[C@@H]1CN=COC1
F_max   0.0072 hartree/bohr
ΔE to the lowest compared entry with this formula, charge and spin   161.1 kJ/mol
Energy   -9845.60982 eV

CARTESIAN COORDINATES (ANGSTROEM)
O1 -1.90405 -0.38263 0.90066
C1 -0.97215 0.07842 -0.05932
C2 -0.14138 -1.08646 -0.63342
N1 1.19481 -0.74757 -1.10599
C3 1.81948 0.08489 -0.39099
O2 1.31804 0.76535 0.67010
C4 -0.04290 1.17933 0.47901
H1 -1.41418 -0.86415 1.58105
H2 -1.59057 0.51436 -0.85063
H3 -0.69320 -1.58960 -1.43285
H4 -0.01442 -1.82156 0.17483
H5 2.86881 0.31384 -0.56999
H6 -0.02705 2.02973 -0.21375
H7 -0.40124 1.52604 1.45127

Cartesian forces, eV/Å:
O 0.12 -0.09 0.20
C 0.22 0.12 -0.27
C -0.15 -0.04 0.03
N 0.12 0.28 0.20
C 0.01 -0.20 -0.22
O -0.01 -0.10 0.02
C -0.28 0.08 -0.04
H -0.14 0.05 -0.06
H 0.10 -0.04 0.12
H 0.11 0.09 0.15
H -0.04 0.05 -0.07
H -0.11 -0.02 0.00
H -0.02 -0.12 0.09
H 0.06 -0.06 -0.15

Which charges does Löwdin predict for the atoms? In e, they are: number 1, O, carries -0.0304; number 2, C, carries -0.3506; number 3, C, carries -0.1574; number 4, N, carries 0.0664; number 5, C, carries -0.2432; number 6, O, carries -0.0551; number 7, C, carries -0.1076; number 8, H, carries 0.0962; number 9, H, carries 0.1464; number 10, H, carries 0.1161; number 11, H, carries 0.1271; number 12, H, carries 0.1296; number 13, H, carries 0.1300; number 14, H, carries 0.1326

***

2.
Computed, not measured: a single C4H7FO molecule in a non-equilibrium geometry, with wB97M-V/def2-TZVPD.

Summary:
LUMO level   0.91 eV
SMILES   C=C(CF)OC
F_max   0.0787 hartree/bohr
ΔE to the lowest compared entry with this formula, charge and spin   173.8 kJ/mol
Energy   -9024.46981 eV

CARTESIAN COORDINATES (ANGSTROEM)
C1 0.56567 1.71874 -0.21050
C2 0.07647 0.47191 0.07993
C3 -1.44378 0.32800 0.22826
F1 -1.87175 -0.91393 -0.34276
O1 0.75200 -0.55044 0.57327
C4 1.85556 -0.89638 -0.24352
H1 1.68288 1.87931 -0.09122
H2 -0.05841 2.55914 -0.36261
H3 -1.78365 1.17691 -0.24261
H4 -1.73886 0.22416 1.27114
H5 2.69200 -0.29447 0.18194
H6 1.95835 -1.94294 -0.05384
H7 1.75385 -0.70688 -1.32906

Cartesian forces, eV/Å:
C 1.95 -2.61 0.91
C -1.95 3.43 0.88
C 2.21 -2.95 0.71
F 0.16 1.37 -0.06
O -0.15 -0.83 -1.07
C 1.31 0.62 0.78
H -1.57 -0.03 -0.32
H -0.53 0.47 -0.52
H -1.82 1.49 -1.18
H 0.06 0.38 0.05
H 0.02 -0.76 -0.75
H 0.66 -0.65 -0.10
H -0.36 0.08 0.66

Which charges does Löwdin predict for the atoms? In e, they are: number 1, C, carries 0.0801; number 2, C, carries -0.3943; number 3, C, carries -0.0891; number 4, F, carries -0.0709; number 5, O, carries -0.0857; number 6, C, carries -0.0706; number 7, H, carries 0.0868; number 8, H, carries 0.0436; number 9, H, carries 0.0798; number 10, H, carries 0.1295; number 11, H, carries 0.0998; number 12, H, carries 0.0817; number 13, H, carries 0.1092

***

3.
Computed, not measured: 2 unconnected molecules or ions with the total composition C2H4NO2 in a non-equilibrium geometry, with wB97M-V/def2-TZVPD.

Summary:
Charge   +1
LUMO level (alpha / beta)   -7.05 / -9.10 eV
F_max   0.0654 hartree/bohr
ΔE to the lowest compared entry with this formula, charge and spin   539.9 kJ/mol
Energy   -7710.36099 eV

CARTESIAN COORDINATES (ANGSTROEM)
C1 -1.17504 -1.09262 -1.30951
C2 -0.41895 -0.11198 -0.34186
N1 1.39404 1.30281 1.32228
O1 -0.96535 -1.21505 -2.49393
O2 0.68921 -0.29240 0.02537
H1 -1.87575 -1.55442 -0.62901
H2 -0.88840 0.84359 0.04646
H3 0.87917 1.08613 2.17027
H4 2.36106 1.03394 1.20994

Cartesian forces, eV/Å:
C 0.80 -0.04 -2.39
C -0.83 2.56 -0.44
N -1.49 0.05 -2.09
O -0.49 0.44 3.30
O 2.18 -0.17 1.21
H -0.96 -0.93 -0.33
H -0.39 -0.95 -0.62
H 0.69 -0.54 0.59
H 0.49 -0.41 0.76

Which charges does Löwdin predict for the atoms? In e, they are: number 1, C, carries -0.0935; number 2, C, carries -0.0494; number 3, N, carries 0.3003; number 4, O, carries 0.1950; number 5, O, carries 0.1892; number 6, H, carries 0.1456; number 7, H, carries 0.1863; number 8, H, carries 0.0637; number 9, H, carries 0.0627

***

4.
Computed, not measured: a gas-phase ion, C29H55BrF4N2OP (charge +1) in a non-equilibrium geometry, with wB97M-V/def2-TZVPD.

Summary:
Charge   +1
LUMO level   -2.65 eV
F_max   0.1065 hartree/bohr
Energy   -126177.93025 eV

CARTESIAN COORDINATES (ANGSTROEM)
C1 6.87558 3.54555 1.60866
C2 7.52246 3.19991 0.18622
C3 6.42774 2.40081 -0.68018
C4 7.07193 1.27022 -1.60732
C5 7.61192 0.01388 -0.79304
C6 6.49722 -0.60725 0.19049
C7 6.41464 -2.19961 0.08508
C8 5.07613 -2.55733 -0.72699
C9 3.91508 -2.75464 0.36848
C10 2.69945 -3.50731 -0.36896
C11 1.40077 -3.29504 0.52608
C12 0.56961 -1.96752 0.12615
C13 -0.82253 -2.04748 0.90061
N1 -1.76920 -0.86916 0.59376
N2 -1.43894 0.03370 1.64806
C14 -1.35489 0.02808 -0.56375
C15 -2.66978 0.99434 -0.59552
P1 -2.95773 1.64924 -2.32340
C16 -3.25188 3.52411 -2.23832
C17 -2.01636 4.30260 -1.57621
C18 -4.43980 0.93473 -3.21257
C19 -5.75460 1.86988 -3.14816
C20 -3.84346 0.19183 0.20834
C21 -4.58115 0.94607 1.40271
Br1 -6.56242 0.85187 1.00868
C22 -4.27442 2.49990 1.53500
C23 -3.06990 2.67587 2.59876
C24 -3.22732 -1.29544 0.47630
C25 -3.60516 -1.98678 1.83997
C26 -5.27280 -2.18458 1.97946
C27 -5.71938 -3.08972 3.29707
O1 -5.88835 -1.50532 3.14511
C28 -3.63302 -2.34885 -0.63288
F1 -3.79999 -3.66753 -0.14792
F2 -4.87857 -2.07121 -1.24259
C29 -2.65253 -2.57251 -1.86423
F3 -2.75898 -1.62039 -2.87225
F4 -3.03566 -3.79997 -2.45219
H1 7.16679 2.73927 2.35131
H2 7.24656 4.53809 2.01545
H3 5.74472 3.54952 1.52886
H4 8.44294 2.55791 0.33614
H5 7.85410 4.15756 -0.33505
H6 5.67490 1.98079 0.05495
H7 5.86509 3.16332 -1.31091
H8 7.94877 1.74805 -2.16262
H9 6.32394 0.90947 -2.39230
H10 7.97148 -0.76570 -1.53452
H11 8.49605 0.35115 -0.17031
H12 6.77577 -0.30582 1.24616
H13 5.50187 -0.14667 -0.08902
H14 6.40455 -2.66882 1.12067
H15 7.30542 -2.60222 -0.50402
H16 5.14591 -3.51725 -1.31829
H17 4.74631 -1.70382 -1.39562
H18 4.27036 -3.37257 1.24950
H19 3.49797 -1.77282 0.75366
H20 2.57908 -3.19665 -1.44904
H21 2.95307 -4.61923 -0.31643
H22 0.66749 -4.15353 0.41029
H23 1.66727 -3.18943 1.61849
H24 1.16820 -1.08557 0.52046
H25 0.48065 -1.98761 -0.99736
H26 -0.58149 -2.14655 1.99462
H27 -1.28465 -3.04836 0.59361
H28 -1.65051 -0.32186 2.58299
H29 -0.41460 0.16531 1.67692
H30 -1.05011 -0.45868 -1.53224
H31 -0.51652 0.75738 -0.39254
H32 -2.22935 1.91022 -0.07116
H33 -4.20073 3.68795 -1.63923
H34 -3.44778 3.93650 -3.27248
H35 -2.41940 4.84135 -0.65984
H36 -1.18027 3.58103 -1.33323
H37 -1.70202 5.09889 -2.32740
H38 -4.77693 -0.05953 -2.75887
H39 -4.27046 0.70021 -4.31561
H40 -6.14534 1.99247 -2.08879
H41 -6.61364 1.39613 -3.73254
H42 -5.57587 2.88268 -3.61084
H43 -4.66348 0.24412 -0.58336
H44 -4.46900 0.49359 2.42379
H45 -5.16776 3.04733 1.97378
H46 -4.02037 3.01931 0.56571
H47 -2.99488 1.79413 3.31036
H48 -3.21916 3.59403 3.25600
H49 -2.06288 2.72790 2.06371
H50 -3.46850 -1.33514 2.76964
H51 -3.12728 -2.96767 2.08733
H52 -5.90275 -2.32259 1.00029
H53 -5.14732 -2.91970 4.25672
H54 -6.83680 -3.19266 3.46804
H55 -1.56315 -2.69020 -1.61431

Cartesian forces, eV/Å:
C 0.50 -0.13 -0.11
C -0.63 -0.07 0.23
C 0.57 0.33 -0.11
C 0.03 0.23 0.13
C -0.43 0.43 0.11
C 1.02 -0.14 -0.24
C -0.28 0.51 -1.11
C -0.30 -0.11 2.01
C -0.63 -0.26 -1.77
C 0.29 -0.43 2.00
C -0.94 0.47 -0.68
C 0.53 -0.84 1.08
C 1.36 -2.47 -1.84
N 4.26 -1.86 -0.06
N -0.68 1.57 2.12
C -1.52 1.59 -2.05
C 0.70 -0.08 1.00
P 1.22 0.37 -1.79
C -0.62 0.07 0.95
C -1.16 0.18 -0.47
C -2.58 -0.28 0.22
C -0.31 -0.36 -0.14
C -0.75 0.98 -1.48
C -0.12 0.96 -0.08
Br 0.73 -0.17 0.16
C 0.70 0.04 1.39
C 0.26 0.16 -0.25
C -1.78 1.53 1.94
C -2.96 0.68 1.74
C -0.50 -1.45 3.04
C -1.16 5.35 -0.09
O 1.75 -1.26 -3.47
C -0.48 -1.47 -2.55
F 0.53 2.44 0.14
F 1.96 0.16 1.57
C 0.20 -1.47 -1.77
F -0.11 -0.93 1.81
F 0.54 2.06 0.89
H -0.44 0.93 -0.79
H -0.54 -1.20 -0.47
H 1.33 0.22 0.15
H -1.01 0.76 -0.18
H -0.49 -1.32 0.55
H 0.85 0.24 -0.96
H 0.65 -1.01 0.66
H -1.16 -0.66 0.59
H 0.88 0.51 1.03
H -0.39 0.89 0.91
H -0.89 -0.53 -0.76
H -0.56 -0.24 -1.16
H 1.00 -0.60 0.53
H -0.03 0.44 -1.41
H -1.02 0.58 0.99
H 0.06 1.06 0.59
H 0.64 -1.06 0.55
H -0.43 0.71 -1.07
H 0.83 -0.89 -0.36
H 0.02 -0.23 1.26
H -0.41 1.42 -0.43
H 0.94 0.77 0.18
H -0.11 -0.38 -1.13
H -0.72 -0.80 -0.92
H -0.07 0.40 1.23
H -0.69 0.46 -1.07
H 0.29 1.48 0.34
H -0.45 -0.33 -0.49
H -0.71 -0.22 -0.62
H -1.02 -0.03 1.14
H -0.56 -1.40 0.65
H -1.26 -1.14 -0.31
H 1.04 0.14 -0.71
H 0.24 -0.87 1.06
H 0.90 -0.74 -0.97
H -0.75 1.09 -0.22
H 0.00 -1.14 1.17
H 0.75 1.23 -0.51
H 0.42 0.46 1.56
H 0.65 -0.04 -1.18
H 1.25 0.49 0.68
H -0.14 -1.07 0.60
H 1.14 -1.08 1.09
H -0.19 0.27 -1.20
H 0.98 -0.98 -0.66
H -0.34 -0.79 0.93
H -0.29 0.99 -0.85
H 0.27 -1.09 -1.07
H -1.31 0.12 0.79
H 0.20 -0.55 -1.49
H -0.33 0.88 -0.84
H 1.18 0.44 2.17
H 0.04 -1.73 -1.37
H 1.64 -1.42 -0.67
H -1.10 0.24 0.00

Which charges does Löwdin predict for the atoms? In e, they are: number 1, C, carries -0.1319; number 2, C, carries -0.2427; number 3, C, carries -0.2267; number 4, C, carries -0.2165; number 5, C, carries -0.2008; number 6, C, carries -0.2032; number 7, C, carries -0.1951; number 8, C, carries -0.1995; number 9, C, carries -0.2119; number 10, C, carries -0.1995; number 11, C, carries -0.2006; number 12, C, carries -0.1704; number 13, C, carries -0.1136; number 14, N, carries -0.2070; number 15, N, carries 0.1190; number 16, C, carries -0.1149; number 17, C, carries -0.3668; number 18, P, carries 0.9843; number 19, C, carries -0.4189; number 20, C, carries -0.1584; number 21, C, carries -0.4106; number 22, C, carries -0.1657; number 23, C, carries -0.2004; number 24, C, carries -0.5597; number 25, Br, carries 0.7350; number 26, C, carries -0.2598; number 27, C, carries -0.1057; number 28, C, carries -0.1775; number 29, C, carries -0.0491; number 30, C, carries -0.2035; number 31, C, carries 0.0392; number 32, O, carries -0.2405; number 33, C, carries -0.2689; number 34, F, carries 0.0755; number 35, F, carries 0.0787; number 36, C, carries -0.1990; number 37, F, carries 0.0510; number 38, F, carries 0.0534; number 39, H, carries 0.0712; number 40, H, carries 0.0720; number 41, H, carries 0.0648; number 42, H, carries 0.0942; number 43, H, carries 0.1075; number 44, H, carries 0.0793; number 45, H, carries 0.1112; number 46, H, carries 0.1155; number 47, H, carries 0.1085; number 48, H, carries 0.1062; number 49, H, carries 0.1010; number 50, H, carries 0.1100; number 51, H, carries 0.0867; number 52, H, carries 0.1049; number 53, H, carries 0.1069; number 54, H, carries 0.1110; number 55, H, carries 0.1115; number 56, H, carries 0.1168; number 57, H, carries 0.1029; number 58, H, carries 0.1163; number 59, H, carries 0.1221; number 60, H, carries 0.1137; number 61, H, carries 0.1185; number 62, H, carries 0.1191; number 63, H, carries 0.1105; number 64, H, carries 0.1468; number 65, H, carries 0.1342; number 66, H, carries 0.1149; number 67, H, carries 0.1335; number 68, H, carries 0.1117; number 69, H, carries 0.1404; number 70, H, carries 0.0818; number 71, H, carries 0.0630; number 72, H, carries 0.0849; number 73, H, carries 0.0756; number 74, H, carries 0.0508; number 75, H, carries 0.0822; number 76, H, carries 0.0584; number 77, H, carries 0.0901; number 78, H, carries 0.0526; number 79, H, carries 0.0833; number 80, H, carries 0.0621; number 81, H, carries 0.0737; number 82, H, carries 0.0751; number 83, H, carries 0.0985; number 84, H, carries 0.0873; number 85, H, carries 0.0636; number 86, H, carries 0.0855; number 87, H, carries 0.0624; number 88, H, carries 0.1264; number 89, H, carries 0.1252; number 90, H, carries 0.1534; number 91, H, carries 0.1138; number 92, H, carries 0.1187; number 93, H, carries 0.1503

***

Among the records above, which one has the lowest F_max?
C4H7NO2